# C32H90N16O15

11 unconnected molecules or ions with the total composition C32H90N16O15 at a distorted geometry (ωB97M-V with the def2-TZVPD basis set, the OMol25 dataset).

The geometry in XYZ format:
```
153
Properties=species:S:1:pos:R:3:forces:R:3
C 10.1850 -22.9404 -11.8005 1.188 -4.514 4.465
O 10.5339 -23.7744 -10.9248 -0.446 1.283 -1.005
N 8.9752 -22.4797 -11.8661 -3.383 1.439 -0.268
N 10.9900 -22.5354 -12.7085 3.918 1.869 -3.624
H 8.3561 -22.8214 -11.1450 -0.078 0.477 -0.223
H 8.9027 -21.5727 -12.3044 -0.811 -0.173 0.389
H 11.9784 -22.7089 -12.5945 -0.289 -0.203 0.008
H 10.7323 -22.0273 -13.5425 -0.164 -0.225 0.320
C 13.4425 -22.0088 -5.1976 0.247 3.237 -0.225
O 14.1326 -21.0834 -5.1119 6.091 5.226 1.055
N 12.2209 -21.7448 -5.4469 -7.999 -1.233 -1.613
N 13.7366 -23.2237 -5.1151 0.694 -8.281 0.572
H 11.6842 -22.5522 -5.7303 -0.679 0.488 -0.100
H 11.7645 -20.8562 -5.5957 1.042 -0.229 0.139
H 14.6043 -23.7097 -4.9393 0.025 0.996 0.023
H 12.9249 -23.8233 -5.0742 0.521 -0.414 0.035
C 5.6541 -18.1435 -11.7269 2.457 2.138 1.494
O 6.8465 -17.7579 -11.4782 -1.107 -0.834 -0.811
N 4.7817 -17.2748 -12.2259 -1.036 2.131 -0.972
N 5.1797 -19.3042 -11.3927 -0.108 -2.297 0.635
H 5.1882 -16.4040 -12.5368 -0.125 -0.074 0.056
H 3.8130 -17.2118 -11.9469 0.101 -0.462 -0.279
H 4.1934 -19.4366 -11.2201 0.262 -0.371 -0.293
H 5.8393 -19.9726 -11.0210 -0.476 -0.045 0.321
C 11.1909 -18.3515 -12.1024 -0.700 0.357 1.683
O 11.5101 -17.5560 -11.2300 0.012 0.152 -0.092
N 12.0289 -19.2266 -12.6545 1.093 -0.325 -0.432
N 9.9273 -18.5584 -12.5008 -0.872 0.159 -0.427
H 12.9751 -18.9688 -12.4132 0.324 -0.490 -0.825
H 11.7037 -19.5330 -13.5603 1.181 -0.166 -0.076
H 9.8141 -19.3331 -13.1389 -0.893 0.445 0.302
H 9.1877 -18.0674 -12.0190 -0.295 -0.523 -0.508
C 9.8332 -16.3325 -5.8152 1.650 5.676 2.144
O 10.2218 -15.3307 -5.1942 -0.642 -0.412 0.314
N 10.6248 -17.2856 -6.1203 3.521 -4.015 -0.863
N 8.6704 -16.4422 -6.3816 -3.298 -0.340 -1.133
H 11.5704 -17.2626 -5.7663 -0.349 -0.076 -0.065
H 10.3027 -17.9706 -6.7890 0.571 -0.348 0.202
H 8.0039 -15.6862 -6.3153 0.075 -0.554 0.059
H 8.5776 -17.3658 -6.7797 -1.443 0.275 -0.488
C 13.4089 -15.9525 -8.7898 -0.387 0.564 -2.286
O 13.4248 -15.1934 -9.7666 0.188 -0.810 0.684
N 13.7652 -15.6929 -7.5750 1.759 2.621 4.696
N 13.0286 -17.2306 -8.7680 -1.294 -2.443 -2.461
H 14.4070 -14.9574 -7.3157 -0.471 0.113 -0.201
H 13.5991 -16.4026 -6.8758 0.522 0.472 -0.077
H 12.8086 -17.5935 -9.6845 -0.560 -0.338 0.307
H 12.7631 -17.7110 -7.9202 0.226 -0.010 -0.579
C 10.3519 -20.1902 -9.1215 0.507 0.142 -0.089
C 9.0350 -19.4004 -8.9775 1.385 -0.148 -1.745
O 8.8736 -19.0039 -7.6522 -0.742 0.536 -0.020
H 11.1528 -19.4538 -9.1881 0.176 0.079 0.531
H 10.5741 -20.8039 -9.9945 -0.881 -0.008 -0.400
H 10.5293 -20.8673 -8.2859 -0.128 0.198 0.226
H 8.1766 -19.9022 -9.4243 -0.308 -0.300 0.413
H 9.1449 -18.4896 -9.5662 0.009 0.128 -0.144
H 8.4244 -19.7359 -7.2231 0.066 -0.637 1.120
C 14.0867 -20.5771 -10.2951 0.571 -1.027 -0.851
O 14.5869 -20.3094 -9.0397 0.348 -1.592 1.446
C 15.8375 -21.0001 -8.7856 1.262 1.636 -0.844
C 16.3935 -20.6629 -7.4135 -0.094 -0.539 -0.015
N 15.8887 -19.3864 -6.9562 0.328 -0.775 -0.620
C 16.4598 -18.2281 -7.6432 -1.639 0.485 0.613
C 17.8515 -17.8792 -7.1683 -0.743 -0.208 0.032
O 17.8848 -17.2288 -5.8900 0.336 0.699 -0.877
C 17.3839 -15.8584 -5.8315 0.998 -1.251 0.352
H 14.7902 -20.1605 -11.0159 -0.380 0.699 -0.613
H 13.0341 -20.3154 -10.4033 0.261 0.519 0.072
H 14.1558 -21.6391 -10.5305 -0.263 -0.469 0.164
H 16.5731 -20.5359 -9.4425 -0.102 0.182 -0.754
H 16.0087 -22.0605 -8.9705 -1.373 -0.371 -0.198
H 17.4692 -20.6447 -7.5885 0.165 -0.272 0.631
H 16.0809 -21.4525 -6.7302 0.328 0.206 0.398
H 14.9859 -19.5186 -7.3894 -0.885 1.012 0.927
H 15.6574 -17.5313 -7.4005 0.692 1.106 0.423
H 16.3209 -18.1562 -8.7219 0.675 -0.848 -0.645
H 18.3731 -17.4331 -8.0151 0.221 1.133 0.332
H 18.3820 -18.8290 -7.1012 0.122 -0.009 0.731
H 16.3691 -15.8881 -5.4349 -0.271 0.261 -0.626
H 17.5878 -15.3088 -6.7504 -0.658 -0.168 -0.305
H 17.9686 -15.3166 -5.0881 0.176 -0.309 0.215
C 10.5139 -14.3135 -12.0267 -1.122 1.923 -0.028
O 9.1445 -14.4105 -11.3877 2.716 -1.808 0.405
C 9.2401 -15.5992 -10.5585 -0.001 -0.449 -0.625
C 8.0866 -15.5218 -9.5789 3.443 2.434 -0.708
N 6.9775 -15.1000 -10.3631 -0.983 -2.534 3.636
C 5.8452 -14.7752 -9.5111 -1.260 2.537 -1.444
C 4.8179 -14.0000 -10.3470 1.040 0.908 -0.690
O 5.5752 -12.9287 -11.0276 -1.811 0.229 0.979
C 4.9780 -11.6165 -10.7483 0.290 -0.157 0.451
H 10.9992 -15.2048 -12.4244 -0.652 -0.397 0.470
H 11.1568 -13.8008 -11.3112 0.088 -0.461 0.273
H 10.4039 -13.5885 -12.8331 -0.245 -0.169 -0.124
H 10.1585 -15.7265 -9.9855 0.369 0.526 -0.192
H 9.2198 -16.4870 -11.1905 -0.361 0.190 -0.062
H 8.4924 -14.7373 -8.9401 -0.981 0.130 0.665
H 7.9990 -16.4589 -9.0291 -0.611 -0.216 -0.077
H 6.8132 -16.0078 -10.7741 -0.688 -0.594 -2.582
H 6.1000 -14.0643 -8.7251 0.530 -0.608 0.248
H 5.3711 -15.7001 -9.1828 0.289 -0.243 0.309
H 4.0493 -13.6044 -9.6830 -0.051 0.077 -0.119
H 4.3590 -14.6569 -11.0859 -0.088 0.161 -0.182
H 3.9611 -11.4707 -11.1127 -0.072 -0.566 -0.231
H 5.5480 -10.7718 -11.1350 0.490 -0.632 -0.441
H 4.9659 -11.4398 -9.6728 -0.065 -0.215 0.210
C 10.9680 -16.4384 -0.1484 -0.988 2.307 -1.241
O 11.4415 -17.7057 -0.4034 1.134 0.396 0.925
C 10.4604 -18.5477 -0.8910 -0.196 -1.482 -0.088
C 10.5782 -18.6984 -2.4282 0.160 -0.401 1.147
N 9.7222 -19.8237 -2.9136 1.002 1.125 0.804
C 9.5280 -19.7972 -4.3457 -1.099 -0.660 -0.511
C 8.8058 -21.1241 -4.7655 0.171 -0.058 -1.257
O 8.5472 -21.2275 -6.2159 1.090 2.296 -0.019
C 7.7798 -22.2880 -6.7321 0.715 -0.287 1.457
H 10.5265 -16.0692 -1.0741 -0.360 0.261 -0.330
H 11.6806 -15.6386 0.0532 0.813 -0.791 0.290
H 10.1703 -16.2958 0.5807 -0.026 -0.789 0.533
H 9.4596 -18.2163 -0.6143 -0.256 0.323 -0.085
H 10.6019 -19.4595 -0.3108 -0.050 -0.573 -0.579
H 11.6344 -18.8392 -2.6578 -0.059 -0.318 -0.163
H 10.3154 -17.6909 -2.7508 -0.312 0.035 -0.881
H 8.8546 -19.6059 -2.4447 -0.579 -0.491 -0.169
H 10.4848 -19.7133 -4.8611 -0.067 -0.006 0.170
H 8.9428 -18.9135 -4.6003 -0.191 0.077 -0.568
H 7.8337 -21.2372 -4.2855 0.049 0.005 0.384
H 9.4861 -21.9381 -4.5149 -0.199 -0.142 0.329
H 7.3150 -22.0762 -7.6950 -0.065 0.624 0.222
H 7.0723 -22.4485 -5.9186 -0.619 -0.971 -0.571
H 8.4724 -23.1075 -6.9238 -0.333 -0.574 0.269
C 4.0255 -17.3468 -3.4793 -2.105 0.529 0.978
O 4.8216 -18.4692 -3.6761 -0.783 0.954 -0.294
C 5.7918 -18.1454 -4.6331 0.918 -1.120 0.278
C 5.3320 -18.1638 -6.1177 0.273 -1.882 1.676
N 5.1431 -19.5882 -6.4543 -0.101 -0.032 -1.593
C 4.6100 -19.7364 -7.8278 2.146 -1.193 -0.039
C 4.5254 -21.2201 -8.2172 -2.154 -1.934 0.254
O 4.6717 -21.5587 -9.5763 1.029 2.104 -2.215
C 4.3880 -22.8643 -9.9801 -0.685 -0.630 0.131
H 3.4660 -17.4582 -2.5505 0.233 -0.118 0.205
H 3.2276 -17.2150 -4.2101 -0.001 -0.257 -0.573
H 4.5177 -16.3750 -3.4408 0.705 -0.156 0.079
H 6.4457 -18.9859 -4.4004 0.796 0.031 -1.129
H 6.3216 -17.2592 -4.2836 -0.030 0.428 -0.523
H 6.1743 -17.8400 -6.7290 -0.261 0.490 -0.158
H 4.3848 -17.6448 -6.2643 0.183 0.692 -0.113
H 4.5740 -20.1146 -5.8069 -0.185 0.376 0.350
H 5.3924 -19.4113 -8.5134 0.100 0.865 -0.049
H 3.6936 -19.1759 -8.0128 -0.265 -0.132 -0.103
H 3.4941 -21.5218 -8.0344 -0.260 -0.311 0.811
H 5.1753 -21.9695 -7.7654 0.203 0.816 1.256
H 5.0215 -23.6205 -9.5165 0.137 0.018 0.339
H 4.4861 -22.9999 -11.0572 0.374 0.586 -0.041
H 3.3425 -23.1132 -9.7984 -0.186 -0.097 0.412
```
Positions in Å, forces in eV/Å.

For the lowest unoccupied orbital energy (spin up / spin down), the calculation gives -0.0919 / -0.2517 hartree. The strongest force on any atom is 8.330 eV/Å. The charge is +1. Its multiplicity is 2. For the HOMO energy (spin up / spin down), the calculation gives -0.3534 / -0.3534 hartree. For the electronic energy, the calculation gives -3277.4011 hartree.